1.
Formula: C10H6AlNO5
Source: OMol25
Level of theory: ωB97M-V/def2-TZVPD

Structure (XYZ):
```
23
C10H6AlNO5 ωB97M-V/def2-TZVPD
O -1.87 5.23 -0.79
C -1.79 4.12 -0.98
Al 0.62 -0.26 -1.16
C -1.00 -1.49 -1.54
O -1.62 -2.39 -1.03
C -0.05 -0.74 -3.89
O 0.40 -0.12 -4.77
C 2.45 -1.05 -2.40
O 3.39 -1.39 -2.94
C -1.18 -1.22 -3.02
O -2.25 -1.48 -3.59
H 0.87 1.22 -0.94
C 0.06 0.00 3.64
C 0.39 1.18 2.91
C 0.50 1.08 1.54
N 0.40 -0.13 0.91
C 0.09 -1.24 1.57
C -0.08 -1.23 2.95
H -0.06 0.05 4.72
H 0.49 2.17 3.39
H 0.64 1.98 0.96
H -0.10 -2.12 0.99
H -0.30 -2.16 3.46
```

Output
net charge = +2
orbital gap = 4.89 eV
energy above the lowest of the compared OMol25 structures with the same formula, charge and spin = 92.40 kcal per mole
E_LUMO = -12.0 eV
HOMO = -16.89 eV

Löwdin atomic charge list, values in e, 6 entries: number 1, O, carries 0.04; number 2, C, carries -0.03; number 3, Al, carries 0.70; number 4, C, carries -0.27; number 5, O, carries 0.20; number 6, C, carries 0.13

2.
Formula: C10H6BiCl2GdN2O3S
Source: OMol25
Level of theory: ωB97M-V/def2-TZVPD

Structure (XYZ):
```
26
C10H6BiCl2GdN2O3S ωB97M-V/def2-TZVPD
Bi 1.12 4.58 -2.01
Gd 0.30 1.29 -1.62
Cl 1.53 1.54 -3.75
Cl -1.20 2.96 -0.34
C 0.72 0.01 0.46
C 1.78 5.74 -3.92
C 1.68 6.90 -1.29
O 0.69 -0.65 1.41
O 2.22 6.79 -4.21
O 2.17 7.88 -1.65
N -3.10 0.11 -1.26
C -2.33 -0.93 -1.64
N -0.99 -0.88 -1.71
C -0.51 -2.20 -1.97
C 0.83 -2.57 -2.04
C 1.19 -3.85 -2.51
C 0.17 -4.75 -2.92
C -1.18 -4.39 -2.81
C -1.52 -3.12 -2.34
S -3.12 -2.42 -2.07
H -4.10 -0.04 -1.33
H -2.73 0.92 -0.76
H 1.54 -1.79 -1.72
H 2.25 -4.14 -2.56
H 0.45 -5.71 -3.35
H -1.98 -5.10 -3.03
```

Output
net charge = +4
2S+1 = 8
orbital gap (spin up / spin down) = 5.00 / 4.63 eV
energy above the lowest of the compared OMol25 structures with the same formula, charge and spin = 76.52 kcal per mole
E_LUMO (spin up / spin down) = -16.4 / -16.7 eV
HOMO (spin up / spin down) = -21.38 / -21.35 eV

Löwdin atomic charge list, values in e, 6 entries: number 1, Bi, carries 1.50; number 2, Gd, carries 0.94; number 3, Cl, carries -0.05; number 4, Cl, carries -0.07; number 5, C, carries -0.03; number 6, C, carries -0.10

3.
Formula: C10H6ClF3
Source: OMol25
Level of theory: ωB97M-V/def2-TZVPD

Structure (XYZ):
```
20
C10H6ClF3 ωB97M-V/def2-TZVPD
C -1.77 0.79 0.08
C -1.46 -0.47 -0.40
C -0.78 1.62 0.57
C -0.15 -0.91 -0.40
C 0.54 1.20 0.54
C 0.87 -0.07 0.06
C 3.05 -1.50 -0.24
C 2.23 -0.47 0.01
C 4.38 -0.84 0.02
C 3.70 0.54 0.29
F 5.28 -0.85 -0.98
F 5.04 -1.32 1.10
F 3.84 1.03 1.53
Cl 3.94 1.77 -0.93
H -2.80 1.12 0.08
H -2.24 -1.11 -0.78
H -1.02 2.60 0.96
H 0.10 -1.90 -0.77
H 1.33 1.84 0.91
H 2.88 -2.52 -0.51
```

Output
orbital gap = 9.35 eV
E_LUMO = 0.0 eV
HOMO = -9.39 eV
structure (SMILES) = FC1(F)C=C(c2ccccc2)[C@]1(F)Cl

Löwdin atomic charge list, values in e, 6 entries: number 1, C, carries -0.08; number 2, C, carries -0.08; number 3, C, carries -0.07; number 4, C, carries -0.02; number 5, C, carries -0.02; number 6, C, carries -0.20

4.
Formula: C10H6FeN2O3S
Source: OMol25
Level of theory: ωB97M-V/def2-TZVPD

Structure (XYZ):
```
23
C10H6FeN2O3S ωB97M-V/def2-TZVPD
O 4.94 2.81 -0.53
C 3.87 2.48 -0.35
Fe 1.20 1.48 0.05
C 0.80 2.84 -1.09
C 1.45 2.22 1.69
O 0.27 3.49 -1.92
O 1.38 2.43 2.84
N -1.86 2.19 0.92
C -1.57 0.92 0.57
N -0.34 0.48 0.18
C -0.34 -0.91 -0.12
C 0.79 -1.67 -0.55
C 0.58 -3.04 -0.81
C -0.68 -3.61 -0.64
C -1.77 -2.84 -0.21
C -1.60 -1.47 0.05
S -2.80 -0.29 0.59
H -2.81 2.37 1.18
H -1.12 2.90 0.90
H 1.77 -1.21 -0.68
H 1.41 -3.66 -1.14
H -0.82 -4.67 -0.84
H -2.75 -3.24 -0.07
```

Output
net charge = +2
2S+1 = 5
orbital gap (spin up / spin down) = 7.27 / 5.19 eV
E_LUMO (spin up / spin down) = -8.9 / -10.8 eV
HOMO (spin up / spin down) = -16.14 / -16.03 eV

Löwdin atomic charge list, values in e, 6 entries: number 1, O, carries 0.15; number 2, C, carries 0.07; number 3, Fe, carries 0.66; number 4, C, carries -0.04; number 5, C, carries -0.04; number 6, O, carries 0.22

Per-record max |F|, Eh/bohr: 0.185; 0.146; 0.089; 0.197